Entry from OMol25: C26H27Cl3FInNO5S4SbTe as an isolated structure (ωB97M-V/def2-TZVPD).

Atoms and positions in Å:
In 0.365 -0.425 -0.872
S -3.875 3.260 -1.543
Sb -1.734 2.460 -1.875
S -1.643 0.730 -0.135
S 0.174 0.146 -3.321
S -1.831 0.641 -3.608
C -3.002 1.270 3.473
C -2.536 2.666 3.080
C -3.519 3.278 2.095
C -3.108 4.691 1.735
C -1.690 4.698 1.234
C -1.261 5.680 0.370
C 0.032 5.651 -0.135
F 0.419 6.656 -0.963
C 0.892 4.633 0.146
C 0.472 3.610 1.005
C 1.360 2.444 1.179
O 2.446 2.383 0.589
C 0.837 1.426 2.043
C -0.354 1.614 2.662
N -1.181 2.664 2.480
C -0.802 3.659 1.587
C 1.391 0.024 2.110
O 1.633 -0.495 3.196
O 1.517 -0.565 0.972
H -4.050 1.339 3.767
H -2.451 0.850 4.315
H -2.926 0.597 2.616
H -2.494 3.298 3.978
H -4.513 3.273 2.550
H -3.568 2.675 1.184
H -3.197 5.343 2.613
H -3.759 5.080 0.952
H -1.942 6.457 0.047
H 1.877 4.573 -0.293
H -0.709 0.833 3.315
Cl 3.527 -7.505 -2.951
C 2.789 -5.977 -2.508
C 3.419 -5.151 -1.597
C 2.826 -3.951 -1.251
Cl 3.601 -2.928 -0.084
C 1.585 -3.505 -1.782
O 1.026 -2.411 -1.458
C 1.004 -4.410 -2.716
Cl -0.513 -3.953 -3.426
C 1.577 -5.614 -3.071
H 4.362 -5.433 -1.151
H 1.082 -6.258 -3.785
C 3.117 2.257 -2.502
Te 3.357 0.415 -1.465
C 3.635 -0.719 -3.259
H 2.221 2.195 -3.115
H 4.000 2.463 -3.104
H 2.995 3.016 -1.733
H 4.503 -0.352 -3.804
H 2.740 -0.658 -3.874
H 3.800 -1.755 -2.963
C -1.616 -4.356 0.130
C -0.325 -4.386 0.966
C -0.300 -3.008 1.610
O -0.897 -2.144 0.646
C -1.960 -2.858 0.016
H -2.423 -4.895 0.629
H -1.469 -4.805 -0.852
H 0.545 -4.509 0.325
H -0.317 -5.189 1.705
H 0.687 -2.615 1.836
H -0.912 -2.992 2.524
H -2.033 -2.508 -1.013
H -2.900 -2.619 0.525

Atoms 1-3, force components in eV/Å:
In 0.1070 -0.0664 0.0053
S -0.0612 -0.0169 -0.1051
Sb -0.0467 -0.1122 -0.1128

Values from the calculation:
Charge: -2
Electronic energy, eV: -141765.7158
Multiplicity: 1
Orbital gap, Ha: 0.2070
F_max, Eh/bohr: 0.0041

The molecule's natural (NBO) atomic charges, reported in e, are given here:
1. In 1.476
2. S -1.028
3. Sb 0.935
4. S -0.955
5. S -0.569
6. S -0.415
7. C -0.626
8. C -0.014
9. C -0.424
10. C -0.427
11. C -0.003
12. C -0.244
13. C 0.380
14. F -0.343
15. C -0.264
16. C -0.072
17. C 0.500
18. O -0.665
19. C -0.304
20. C 0.143
21. N -0.364
22. C 0.159
23. C 0.809
24. O -0.688
25. O -0.842
26. H 0.210
27. H 0.202
28. H 0.251
29. H 0.173
30. H 0.199
31. H 0.275
32. H 0.189
33. H 0.251
34. H 0.224
35. H 0.246
36. H 0.222
37. Cl -0.062
38. C -0.074
39. C -0.256
40. C -0.133
41. Cl 0.022
42. C 0.409
43. O -0.833
44. C -0.129
45. Cl 0.009
46. C -0.254
47. H 0.227
48. H 0.226
49. C -0.896
50. Te 0.655
51. C -0.912
52. H 0.247
53. H 0.200
54. H 0.238
55. H 0.204
56. H 0.239
57. H 0.224
58. C -0.443
59. C -0.417
60. C -0.076
61. O -0.538
62. C -0.066
63. H 0.189
64. H 0.221
65. H 0.215
66. H 0.195
67. H 0.244
68. H 0.148
69. H 0.214
70. H 0.167

***

Entry from OMol25: C26H27Cl5CsIN5OS3 as an isolated structure (ωB97M-V/def2-TZVPD).

Atoms and positions in Å:
Cs 1.657 0.394 -3.176
C 0.144 -4.834 -2.748
C -0.995 -4.055 -2.102
S -0.654 -2.292 -1.841
C -0.659 -2.117 -0.050
C 0.538 -2.680 0.704
S 2.115 -1.924 0.209
C 3.087 -3.292 -0.450
C 2.656 -3.849 -1.798
S 1.512 -5.261 -1.647
H 0.526 -4.308 -3.625
H -0.244 -5.790 -3.109
H -1.266 -4.510 -1.148
H -1.872 -4.118 -2.750
H -1.589 -2.512 0.369
H -0.692 -1.033 0.093
H 0.611 -3.757 0.555
H 0.382 -2.509 1.773
H 3.179 -4.081 0.300
H 4.077 -2.832 -0.566
H 3.541 -4.183 -2.341
H 2.175 -3.075 -2.394
Cl 1.602 -2.049 -6.394
C -0.042 -1.360 -6.231
C -0.412 -0.863 -5.013
C -1.659 -0.313 -4.952
Cl -2.187 0.445 -3.401
C -2.557 -0.265 -6.013
Cl -4.134 0.435 -5.875
C -2.141 -0.811 -7.230
Cl -3.212 -0.799 -8.590
C -0.861 -1.362 -7.354
Cl -0.352 -2.014 -8.876
N -2.704 2.978 4.520
C -3.133 3.055 5.826
C -4.193 3.719 6.431
C -4.321 3.563 7.799
C -3.426 2.774 8.536
C -2.375 2.117 7.927
C -2.229 2.263 6.548
N -1.281 1.725 5.699
C -1.593 2.169 4.510
C -0.860 1.845 3.285
C -1.267 2.295 2.030
C -0.529 1.923 0.919
N 0.544 1.141 0.984
C 0.939 0.722 2.187
C 0.280 1.047 3.359
H -3.116 3.433 3.727
H -4.887 4.329 5.868
H -5.131 4.060 8.315
H -3.568 2.683 9.605
H -1.681 1.507 8.488
H -2.142 2.914 1.887
H -0.823 2.257 -0.070
H 1.813 0.081 2.201
H 0.626 0.682 4.314
N 3.559 4.459 -1.855
C 2.726 3.392 -1.570
N 2.814 2.884 -0.321
O 1.939 2.957 -2.404
H 4.449 4.442 -1.380
H 3.668 4.555 -2.854
H 3.411 3.303 0.367
H 2.181 2.145 -0.051
I 5.348 1.086 -2.694
C 4.662 -0.991 -2.007
H 4.247 -1.331 -2.978
H 3.775 -0.607 -1.475

Atoms 1-3, force components in eV/Å:
Cs 0.0635 -0.7368 -0.0324
C -0.0387 0.0086 -0.0986
C -0.0478 -0.0756 0.0379

Values from the calculation:
Charge: -1
Electronic energy, eV: -140666.7599
Multiplicity: 1
Orbital gap, Ha: 0.1867
F_max, Eh/bohr: 0.0164

The molecule's natural (NBO) atomic charges, reported in e, are given here:
1. Cs 0.904
2. C -0.540
3. C -0.546
4. S 0.226
5. C -0.550
6. C -0.563
7. S 0.186
8. C -0.558
9. C -0.540
10. S 0.152
11. H 0.237
12. H 0.220
13. H 0.215
14. H 0.221
15. H 0.210
16. H 0.229
17. H 0.236
18. H 0.208
19. H 0.209
20. H 0.288
21. H 0.227
22. H 0.243
23. Cl -0.072
24. C -0.060
25. C -0.392
26. C -0.049
27. Cl -0.096
28. C -0.111
29. Cl 0.010
30. C -0.100
31. Cl 0.012
32. C -0.109
33. Cl 0.011
34. N -0.548
35. C 0.170
36. C -0.264
37. C -0.210
38. C -0.236
39. C -0.184
40. C 0.062
41. N -0.441
42. C 0.370
43. C -0.072
44. C -0.238
45. C 0.046
46. N -0.448
47. C 0.019
48. C -0.170
49. H 0.418
50. H 0.215
51. H 0.212
52. H 0.212
53. H 0.222
54. H 0.204
55. H 0.212
56. H 0.221
57. H 0.237
58. N -0.844
59. C 0.802
60. N -0.835
61. O -0.725
62. H 0.381
63. H 0.399
64. H 0.388
65. H 0.427
66. I -0.259
67. C -0.921
68. H 0.117
69. H 0.105

***

Entry from OMol25: a 7-piece molecular cluster, C26H27F3N4 overall (ωB97M-V/def2-TZVPD).

Atoms and positions in Å:
F -1.365 1.794 1.868
C -0.568 0.779 1.480
C 0.763 0.862 1.871
C 1.614 -0.206 1.522
C 1.159 -1.320 0.759
C -0.210 -1.400 0.385
C -1.065 -0.336 0.798
H 1.190 1.714 2.379
H 2.676 -0.230 1.718
H 1.889 -2.034 0.408
H -0.450 -2.220 -0.276
H -2.125 -0.372 0.595
F -3.575 1.032 5.196
C -4.205 1.318 4.028
C -4.021 0.392 2.974
C -4.755 0.569 1.826
C -5.550 1.704 1.611
C -5.691 2.636 2.637
C -5.005 2.447 3.848
H -3.429 -0.482 3.201
H -4.800 -0.183 1.053
H -6.135 1.935 0.733
H -6.305 3.511 2.486
H -5.210 3.065 4.709
F 5.219 0.067 -2.197
C 4.034 0.662 -2.410
C 3.723 1.387 -3.524
C 2.483 1.984 -3.810
C 1.559 1.855 -2.783
C 1.807 1.077 -1.643
C 3.032 0.493 -1.427
H 4.529 1.500 -4.235
H 2.244 2.435 -4.761
H 0.616 2.378 -2.841
H 1.012 0.982 -0.918
H 3.280 -0.133 -0.583
C 3.402 -2.379 -4.504
C 2.423 -2.606 -3.354
N 1.710 -2.776 -2.469
H 4.448 -2.397 -4.198
H 3.309 -1.341 -4.824
H 3.302 -3.009 -5.388
C -2.899 3.247 -0.686
C -3.896 4.166 -1.254
N -4.646 4.860 -1.770
H -3.357 2.796 0.194
H -1.962 3.722 -0.395
H -2.570 2.477 -1.384
C -1.801 -4.004 2.402
C -3.166 -3.602 2.173
N -4.279 -3.294 2.058
H -1.074 -3.192 2.402
H -1.392 -4.791 1.768
H -1.819 -4.414 3.412
C 6.302 -2.124 -0.549
C 5.433 -2.185 0.594
N 4.664 -2.257 1.463
H 6.809 -1.170 -0.693
H 5.691 -2.473 -1.381
H 7.004 -2.917 -0.292

Atoms 1-3, force components in eV/Å:
F 0.6828 -1.5807 -0.8690
C -0.3234 1.1183 1.2372
C 2.5524 -1.5044 -0.3634

Values from the calculation:
Charge: +1
<S²>: 0.76
Electronic energy, eV: -41501.4964
Multiplicity: 2
Orbital gap (alpha / beta), Ha: 0.3141 / 0.1004
F_max, Eh/bohr: 0.0580

The molecule's natural (NBO) atomic charges, reported in e, are given here:
1. F -0.245
2. C 0.529
3. C -0.256
4. C -0.151
5. C 0.005
6. C -0.197
7. C -0.191
8. H 0.272
9. H 0.267
10. H 0.266
11. H 0.273
12. H 0.257
13. F -0.307
14. C 0.437
15. C -0.296
16. C -0.202
17. C -0.205
18. C -0.174
19. C -0.279
20. H 0.232
21. H 0.230
22. H 0.236
23. H 0.236
24. H 0.243
25. F -0.323
26. C 0.388
27. C -0.287
28. C -0.180
29. C -0.228
30. C -0.148
31. C -0.294
32. H 0.232
33. H 0.242
34. H 0.215
35. H 0.182
36. H 0.215
37. C -0.722
38. C 0.336
39. N -0.396
40. H 0.256
41. H 0.259
42. H 0.270
43. C -0.725
44. C 0.272
45. N -0.297
46. H 0.254
47. H 0.249
48. H 0.245
49. C -0.735
50. C 0.278
51. N -0.317
52. H 0.238
53. H 0.267
54. H 0.272
55. C -0.728
56. C 0.328
57. N -0.396
58. H 0.274
59. H 0.258
60. H 0.267

***

Entry from OMol25: C26H27IN8O5STi as an isolated structure (ωB97M-V/def2-TZVPD).

Atoms and positions in Å:
Ti -0.993 0.369 0.226
C -3.454 -1.284 1.094
N -2.346 -1.491 0.126
C -1.614 -2.762 0.389
C -0.329 -2.552 1.132
C 0.513 -3.614 1.422
C 1.599 -3.391 2.246
C 1.787 -2.122 2.784
C 0.922 -1.117 2.419
N -0.102 -1.317 1.570
C -2.844 -1.516 -1.273
C -1.620 -1.493 -2.146
C -1.554 -2.083 -3.388
C -0.349 -2.057 -4.073
C 0.747 -1.446 -3.484
C 0.599 -0.856 -2.246
N -0.564 -0.882 -1.583
C -3.019 -0.509 2.308
C -3.679 -0.625 3.513
C -3.334 0.223 4.558
C -2.329 1.154 4.365
C -1.688 1.199 3.142
N -2.026 0.381 2.135
H -3.905 -2.235 1.383
H -4.229 -0.700 0.595
H -1.419 -3.281 -0.548
H -2.251 -3.421 0.984
H 0.306 -4.597 1.021
H 2.277 -4.199 2.490
H 2.596 -1.912 3.469
H 1.032 -0.117 2.818
H -3.451 -0.630 -1.455
H -3.460 -2.397 -1.465
H -2.429 -2.559 -3.809
H -0.264 -2.524 -5.045
H 1.707 -1.418 -3.979
H 1.403 -0.322 -1.769
H -4.466 -1.358 3.627
H -3.849 0.156 5.506
H -2.036 1.841 5.145
H -0.874 1.887 2.945
N 1.514 2.659 -2.250
N 0.929 2.933 -3.487
C -0.363 2.655 -3.730
N -0.835 3.091 -4.903
S -1.399 1.819 -2.682
H 1.457 3.478 -1.653
H 2.487 2.418 -2.395
H 1.408 3.566 -4.112
H -0.281 3.625 -5.553
H -1.807 2.944 -5.111
I 7.826 0.992 0.101
C 5.777 1.124 0.375
C 4.948 0.140 -0.155
C 3.578 0.240 0.016
C 3.035 1.311 0.723
C 3.873 2.278 1.273
C 5.243 2.190 1.094
C 1.580 1.431 0.955
O 1.094 2.098 1.835
O 0.800 0.676 0.138
H 5.373 -0.695 -0.694
H 2.933 -0.538 -0.369
H 3.442 3.095 1.836
H 5.895 2.944 1.513
O -1.195 2.326 0.430
N -2.425 2.348 0.005
O -3.072 3.303 -0.132
O -2.828 1.126 -0.215

Atoms 1-3, force components in eV/Å:
Ti 0.4220 -2.3327 0.1263
C -0.0060 0.0622 -0.0677
N -0.1522 0.2347 0.1591

Values from the calculation:
Charge: +2
Electronic energy, eV: -91597.1377
Multiplicity: 1
Orbital gap, Ha: 0.2314
F_max, Eh/bohr: 0.0462

The molecule's natural (NBO) atomic charges, reported in e, are given here:
1. Ti 1.858
2. C -0.261
3. N -0.454
4. C -0.257
5. C 0.230
6. C -0.235
7. C -0.107
8. C -0.223
9. C 0.056
10. N -0.493
11. C -0.261
12. C 0.240
13. C -0.232
14. C -0.096
15. C -0.232
16. C 0.092
17. N -0.541
18. C 0.209
19. C -0.177
20. C -0.117
21. C -0.229
22. C 0.069
23. N -0.524
24. H 0.230
25. H 0.257
26. H 0.243
27. H 0.238
28. H 0.244
29. H 0.250
30. H 0.253
31. H 0.234
32. H 0.264
33. H 0.230
34. H 0.248
35. H 0.249
36. H 0.247
37. H 0.243
38. H 0.238
39. H 0.251
40. H 0.257
41. H 0.261
42. N -0.632
43. N -0.429
44. C 0.337
45. N -0.763
46. S -0.275
47. H 0.369
48. H 0.374
49. H 0.384
50. H 0.406
51. H 0.432
52. I 0.239
53. C -0.163
54. C -0.179
55. C -0.188
56. C -0.213
57. C -0.133
58. C -0.239
59. C 0.804
60. O -0.575
61. O -0.780
62. H 0.227
63. H 0.211
64. H 0.245
65. H 0.246
66. O -0.482
67. N 0.751
68. O -0.184
69. O -0.544

***

Which ΔE to the lowest compared entry with this formula, charge and spin belongs to each record? In order, 0.000 1.354 0.000 0.442 eV.